Entry 1:
Formula: C38H37BN8O2RuS4Si
Source: the Open Molecules 2025 dataset
Level of theory: the ωB97M-V functional and the def2-TZVPD basis

Geometry as XYZ:
```
92
Properties=species:S:1:pos:R:3:lowdin_spin:R:1
Ru 0.82151 0.11356 -1.66480 0.918
N -1.17253 3.67594 -3.15163 0.001
C -1.21127 4.11930 -1.84753 0.001
C -1.93243 5.12087 -1.21906 0.000
C -1.69390 5.30643 0.13055 0.000
C -0.78021 4.51240 0.82786 0.000
C -0.06737 3.50441 0.21063 0.000
C -0.29017 3.31206 -1.14905 0.002
N 0.27250 2.41340 -2.02029 0.018
C -0.27469 2.64483 -3.19825 0.003
C 0.08757 1.89542 -4.36529 0.000
C -0.21826 2.12193 -5.68494 0.000
S 0.44533 0.86817 -6.66240 -0.002
C 1.09624 0.13426 -5.23139 -0.002
N 0.84138 0.77374 -4.14975 -0.019
H -1.79539 3.94406 -3.89283 0.000
H -2.65493 5.71868 -1.75800 0.000
H -2.23661 6.07649 0.66104 0.000
H -0.64021 4.69497 1.88362 0.000
H 0.62217 2.87135 0.75086 0.000
H -0.79789 2.91043 -6.12910 0.000
H 1.66429 -0.77927 -5.27406 0.000
C 3.81828 -0.25258 1.87484 0.000
N 4.03832 -1.33759 0.95902 0.000
C 4.93614 -1.35468 -0.07866 0.000
C 4.69733 -2.48064 -0.79080 0.001
N 3.65548 -3.15024 -0.20666 0.000
B 2.98244 -4.43631 -0.70958 -0.001
N 1.50139 -4.15405 -1.18855 -0.011
C 0.47620 -5.03196 -0.98177 -0.005
C -0.52129 -4.76354 -1.85932 -0.009
N -0.10449 -3.70251 -2.61599 -0.010
C -0.70585 -3.22161 -3.83248 0.000
C 1.10761 -3.30237 -2.15005 0.001
S 1.93740 -1.94449 -2.79299 -0.052
C 3.24824 -2.43928 0.86153 0.000
S 2.08340 -2.90464 1.98583 0.000
H 4.69909 0.38734 1.88922 0.000
H 3.62250 -0.64918 2.86923 0.000
H 2.95025 0.32278 1.54484 0.000
H 5.66582 -0.58041 -0.21650 0.000
H 5.17873 -2.86455 -1.66981 0.000
H 3.57683 -4.81426 -1.68394 0.000
H 2.93216 -5.23520 0.17677 0.000
H 0.54795 -5.77628 -0.21179 0.000
H -1.49133 -5.20480 -1.98493 -0.001
H -1.74644 -3.53070 -3.87855 0.000
H -0.15788 -3.61191 -4.69423 0.000
H -0.65489 -2.13509 -3.85866 0.000
S -1.59833 -0.20178 -2.58706 0.006
C -2.35758 -1.54184 -2.00132 0.001
N -2.93407 -2.49868 -1.69733 0.002
O 0.04030 0.12324 0.38455 0.018
Si -0.89001 0.19192 1.65306 0.003
C -2.50868 1.17077 1.36507 -0.001
C -3.40119 1.43957 2.40140 0.000
C -4.54720 2.19071 2.19095 0.000
C -4.84741 2.65975 0.92081 0.000
C -3.99322 2.36819 -0.13001 0.000
C -2.83322 1.64560 0.09957 0.000
C -1.47952 -1.51593 2.23661 0.001
C -1.88622 -1.75035 3.54666 0.000
C -2.34753 -2.99756 3.93697 0.000
C -2.41001 -4.03082 3.01527 0.000
C -2.00009 -3.81456 1.70916 0.000
C -1.53363 -2.56766 1.32975 0.000
C -0.06040 1.01645 3.17133 0.001
C -0.39471 2.30598 3.58068 0.000
C 0.20810 2.89764 4.68125 0.000
C 1.17029 2.20687 5.40008 0.000
C 1.50607 0.91608 5.01945 0.000
C 0.88824 0.32868 3.92590 0.000
H -3.18786 1.05938 3.39322 0.000
H -5.21060 2.41741 3.01708 0.000
H -5.73513 3.25728 0.75052 0.000
H -4.23779 2.69118 -1.13469 0.000
H -2.15557 1.45106 -0.71722 0.000
H -1.83470 -0.94973 4.27584 0.000
H -2.66220 -3.16591 4.96035 0.000
H -2.77826 -5.00358 3.31796 0.000
H -2.04842 -4.61452 0.98223 0.000
H -1.21059 -2.40351 0.31128 0.000
H -1.15236 2.84969 3.03059 0.000
H -0.07880 3.89900 4.98131 0.000
H 1.65138 2.66810 6.25400 0.000
H 2.24855 0.36472 5.58375 0.000
H 1.14089 -0.68740 3.65156 0.000
C 3.42967 1.58712 -2.15206 0.008
O 2.75126 0.78628 -1.27129 0.122
H 4.08924 0.98807 -2.80585 0.006
H 4.06791 2.29942 -1.60086 0.001
H 2.76488 2.17899 -2.80272 0.000
```

Properties
Net charge ... -1
Spin multiplicity ... 2
Expectation value of S² ... 1.0568

=====

Entry 2:
Formula: C9H23N4O7P2Rb
Source: the Open Molecules 2025 dataset
Level of theory: the ωB97M-V functional and the def2-TZVPD basis

Geometry as XYZ:
```
46
Properties=species:S:1:pos:R:3:nbo_charge:R:1
Rb 1.09286 -0.77726 -2.18647 0.941
C 3.99662 -0.35921 1.66250 -0.633
C 3.58690 0.91269 0.92027 -0.518
O 4.28083 2.05368 1.44894 -0.770
P 1.84347 1.29228 1.25773 2.378
O 1.47213 2.57772 0.41038 -1.016
O 1.83553 1.82125 2.76171 -0.991
O 0.89787 0.16802 1.09479 -1.161
P 4.07345 0.73948 -0.86859 2.344
O 3.00249 1.79499 -1.62073 -1.058
O 5.41143 1.38203 -0.94462 -1.149
O 3.73744 -0.62194 -1.35143 -1.167
H 3.82886 -0.23594 2.73350 0.212
H 5.05773 -0.54415 1.49191 0.231
H 3.43535 -1.21755 1.29865 0.237
H 5.02441 2.20139 0.83353 0.518
H 1.94020 2.54244 -0.45599 0.534
H 2.57670 2.43315 2.89655 0.523
H 3.54626 2.42238 -2.11629 0.518
N -3.27424 -1.05476 2.10126 -0.687
C -1.97882 -0.51268 1.46558 -0.019
C -1.43669 -1.59685 0.56710 -0.455
C -2.35095 -1.96816 -0.61179 -0.053
N -1.50957 -2.52130 -1.67377 -0.894
C -3.19946 -0.76279 -1.07539 -0.440
C -2.61721 0.61558 -0.75868 -0.030
N -1.39137 0.79690 -1.51193 -0.897
C -2.31265 0.78707 0.74146 -0.447
H -3.09468 -1.93239 2.58881 0.432
H -3.96079 -1.23297 1.36524 0.436
H -3.67439 -0.38500 2.75699 0.430
H -1.30609 -0.33324 2.30217 0.250
H -1.17117 -2.48363 1.15299 0.206
H -0.50734 -1.19970 0.17682 0.296
H -3.06153 -2.74022 -0.27758 0.158
H -1.79965 -2.20833 -2.60332 0.415
H -1.52539 -3.53236 -1.66585 0.364
H -4.20468 -0.82101 -0.63094 0.175
H -3.36532 -0.83799 -2.15209 0.273
H -3.38421 1.35621 -1.02433 0.178
H -1.00949 1.72711 -1.38309 0.368
H -1.53132 0.63949 -2.51096 0.417
H -3.14242 1.29425 1.24820 0.195
H -1.44141 1.43302 0.85011 0.270
N -0.74994 -0.17888 -4.37781 -0.753
C -1.63976 -0.93283 -4.32555 -0.161
```

Properties
Spin multiplicity ... 1

=====

Entry 3:
Formula: C17H25N6O8STi
Source: the Open Molecules 2025 dataset
Level of theory: the ωB97M-V functional and the def2-TZVPD basis

Geometry as XYZ:
```
58
Properties=species:S:1:pos:R:3:nbo_charge:R:1
Ti 0.56978 -0.73866 0.12348 1.644
O 1.32093 -4.45140 1.56627 -0.520
C 1.40449 -3.29866 1.25856 0.763
O 0.70284 -2.68275 0.31384 -0.781
C 2.37240 -2.33275 1.90013 0.114
C 3.33341 -2.60663 2.85249 -0.178
C 4.14195 -1.55723 3.28003 -0.129
C 3.97171 -0.27905 2.75662 -0.182
C 2.97865 -0.09732 1.81372 0.095
N 2.21837 -1.10859 1.41519 -0.469
C 2.57922 1.18477 1.12856 0.755
O 3.08228 2.25129 1.36944 -0.561
O 1.59173 0.97737 0.27894 -0.803
H 3.43674 -3.61223 3.23521 0.262
H 4.90827 -1.73669 4.02213 0.244
H 4.58126 0.55911 3.06340 0.260
C 0.81916 2.50358 -2.96654 -0.612
C 0.23314 3.01971 -1.66020 -0.666
S -1.17554 2.05359 -1.19925 2.204
O -2.15940 2.03404 -2.23875 -0.895
O -0.71827 0.71741 -0.76536 -0.993
C -1.78866 2.86032 0.26640 -0.678
C -2.81341 2.05422 1.07544 -0.242
N -2.34050 0.72353 1.45211 -0.375
C -1.16823 0.49595 2.11647 0.524
N -0.70539 -0.72696 1.93036 -0.536
C -1.56372 -1.34611 1.01752 -0.217
C -2.63574 -0.45887 0.76933 0.233
N -3.71664 -0.65794 0.05505 0.351
O -3.79916 -1.90117 -0.52401 -0.554
O -4.65422 0.15096 -0.09284 -0.486
C -0.47848 1.52040 2.94192 -0.690
H 1.66144 3.13323 -3.24587 0.251
H 0.08525 2.52728 -3.77009 0.241
H 1.18877 1.48571 -2.84603 0.201
H -0.13626 4.04293 -1.75296 0.258
H 0.93780 2.94115 -0.83103 0.285
H -2.24992 3.78738 -0.07835 0.278
H -0.90150 3.10958 0.85012 0.250
H -3.73850 1.92067 0.52088 0.297
H -3.04231 2.62157 1.97732 0.238
H -1.61009 -2.41781 0.92865 0.272
H -1.18448 2.21761 3.39027 0.247
H 0.24724 2.08307 2.34955 0.250
H 0.06588 1.01312 3.73537 0.270
N -2.06156 -1.42492 -2.53283 -0.845
C -0.91441 -2.33012 -2.69430 -0.252
C 0.38849 -1.64675 -3.11521 -0.230
N 1.25560 -1.28117 -1.94832 -0.855
H -3.22610 -1.83855 -1.35717 0.503
H -2.44983 -1.17286 -3.43524 0.389
H -1.76916 -0.55410 -2.10422 0.381
H -1.18704 -3.07448 -3.44091 0.227
H -0.74637 -2.87732 -1.76328 0.223
H 0.16536 -0.73936 -3.67738 0.208
H 0.95949 -2.30523 -3.77097 0.215
H 1.96081 -0.61470 -2.25619 0.402
H 1.77242 -2.11919 -1.68747 0.413
```

Properties
Net charge ... +1
Spin multiplicity ... 1

=====

What are the E_tot values for these records? In order: -4060.9792, -1809.4652, -2840.7536 a.u..